Record 1
A cluster of 6 separate species, C24H30N6 in total. Source: the OMol25 dataset; level of theory: ωB97M-V/def2-TZVPD.

Calculated values
SMILES string: c1cc[nH]c1.c1cc[nH]c1.c1cc[nH]c1.c1cc[nH]c1.c1cc[nH]c1.c1cc[nH]c1
Energy relative to the best compared isomer or geometry (same formula, charge and spin), kcal per mole: 25.8
Net charge: 0
2S+1: 1
E, eV: -34312.7227

Last column: Mulliken charge in e.
CARTESIAN COORDINATES (ANGSTROEM)
C  2.934  1.470  -5.680  -0.793
C  2.107  1.145  -4.581  -0.202
C  1.619  2.319  -4.066  -0.776
N  2.194  3.367  -4.758  -0.006
C  2.966  2.839  -5.767  -0.297
H  3.562  0.879  -6.326  0.392
H  1.792  0.170  -4.245  0.673
H  0.826  2.490  -3.355  0.464
H  2.085  4.338  -4.532  0.183
H  3.527  3.497  -6.411  0.380
C  -0.259  2.582  4.139  -0.557
C  -1.192  2.628  5.197  -0.307
C  -1.662  3.937  5.246  -0.507
N  -1.039  4.612  4.212  0.031
C  -0.262  3.780  3.475  -0.478
H  0.332  1.724  3.855  0.514
H  -1.385  1.785  5.838  0.400
H  -2.334  4.503  5.866  0.397
H  -1.169  5.596  4.053  0.193
H  0.286  4.171  2.634  0.376
C  0.604  -1.270  -0.632  -0.585
C  -0.047  -0.754  0.517  -0.225
C  0.285  0.564  0.620  -0.755
N  1.091  0.883  -0.463  0.088
C  1.279  -0.253  -1.211  -0.028
H  0.551  -2.257  -1.063  0.416
H  -0.648  -1.301  1.226  0.247
H  -0.021  1.377  1.258  0.441
H  1.417  1.767  -0.810  0.248
H  1.767  -0.272  -2.171  0.051
C  -4.891  2.766  1.690  -0.768
C  -4.378  1.517  1.298  -0.597
C  -3.148  1.343  1.865  -0.430
N  -2.919  2.435  2.661  -0.077
C  -3.902  3.378  2.443  -0.251
H  -5.820  3.215  1.380  0.391
H  -4.939  0.825  0.689  0.385
H  -2.412  0.556  1.853  0.290
H  -2.056  2.638  3.179  0.705
H  -3.797  4.347  2.901  0.325
C  -2.604  -3.636  2.570  -0.196
C  -1.349  -4.171  2.234  -0.028
C  -1.343  -5.481  2.713  -0.801
N  -2.550  -5.708  3.318  0.045
C  -3.317  -4.593  3.213  -0.741
H  -2.839  -2.617  2.305  0.487
H  -0.582  -3.624  1.712  0.353
H  -0.560  -6.221  2.720  0.352
H  -2.805  -6.543  3.811  0.191
H  -4.352  -4.556  3.514  0.354
C  4.949  -2.743  -4.480  -0.967
C  4.040  -2.089  -3.652  0.012
C  2.993  -2.970  -3.351  -0.300
N  3.301  -4.176  -3.937  -0.008
C  4.413  -3.993  -4.705  -0.314
H  5.885  -2.423  -4.905  0.383
H  4.133  -1.092  -3.248  0.528
H  2.135  -2.889  -2.705  0.115
H  2.745  -5.003  -3.829  0.193
H  4.757  -4.808  -5.323  0.388

Record 2
A structure of composition C24H31Br45O10P2. Source: the OMol25 dataset; level of theory: ωB97M-V/def2-TZVPD.

Calculated values
Net charge: 0
2S+1: 1
E, eV: -3216351.9840

Last column: Mulliken charge in e.
CARTESIAN COORDINATES (ANGSTROEM)
O  -0.813  3.149  0.857  -0.593
C  -1.160  1.960  1.060  0.033
O  -1.036  1.505  2.425  0.197
C  -1.762  1.002  -0.096  1.435
C  -3.038  0.245  0.544  -0.532
C  -2.722  -1.210  1.131  -1.362
C  -2.037  -2.240  0.097  1.832
P  -2.351  -2.075  -1.752  0.671
O  -3.638  -1.334  -2.130  -0.714
O  -1.080  -1.386  -2.627  -0.500
O  -2.529  -3.680  -2.353  -0.574
C  -2.771  -3.639  0.496  -0.911
C  -1.549  -4.704  0.495  0.379
O  -1.464  -5.822  -0.022  -0.579
O  -0.554  -3.981  1.221  -0.388
C  -0.577  -2.624  0.643  -0.414
C  0.670  -2.696  -0.384  -1.176
P  1.669  -1.096  -0.486  0.479
O  1.281  -0.066  0.605  -0.129
O  1.652  -0.411  -2.032  -0.350
O  3.318  -1.490  -0.171  -0.186
H  -0.301  0.850  2.489  -0.061
H  -0.987  0.305  -0.550  -0.976
H  -2.197  1.728  -0.878  0.279
H  -3.939  0.274  -0.172  -0.048
H  -3.357  0.895  1.442  0.295
H  -3.692  -1.627  1.563  0.464
H  -2.000  -1.050  2.017  0.377
H  -1.393  -0.601  -3.143  0.343
H  -3.499  -3.845  -2.240  0.367
H  -3.079  -3.687  1.607  0.449
H  -3.725  -3.924  -0.052  0.406
H  -0.127  -2.020  1.513  0.271
H  1.393  -3.480  0.061  0.596
H  0.385  -3.114  -1.421  0.338
H  1.009  0.326  -2.104  0.281
H  3.794  -0.647  -0.426  0.013
C  5.702  -3.607  0.371  0.976
Br  5.432  -4.367  2.135  0.056
Br  7.379  -2.639  0.252  -0.059
Br  5.542  -4.946  -1.023  -0.052
H  4.905  -2.883  0.211  -0.752
C  4.422  2.628  -2.391  -0.455
Br  4.203  1.430  -0.880  0.046
Br  6.016  2.209  -3.412  0.058
Br  2.839  2.675  -3.509  -0.020
H  4.556  3.629  -1.985  0.370
C  8.377  -0.613  -5.942  -0.392
Br  8.218  -1.787  -4.406  0.006
Br  6.976  -0.935  -7.243  0.073
Br  8.457  1.252  -5.417  -0.064
H  9.323  -0.848  -6.426  0.341
C  2.403  1.412  4.549  0.653
Br  1.689  3.180  4.902  -0.044
Br  1.016  0.055  4.541  -0.056
Br  3.450  1.378  2.923  0.039
H  3.077  1.171  5.369  -0.680
C  -5.411  3.631  -1.295  -0.330
Br  -6.415  3.816  0.353  0.074
Br  -3.935  4.884  -1.386  0.041
Br  -4.813  1.810  -1.573  0.141
H  -6.089  3.875  -2.111  0.165
C  -8.760  1.413  -3.933  -0.371
Br  -7.641  -0.167  -4.046  0.017
Br  -9.416  1.702  -2.131  0.010
Br  -7.860  2.983  -4.632  -0.030
H  -9.628  1.235  -4.564  0.344
C  -7.254  4.074  4.542  -0.485
Br  -7.464  2.175  4.205  0.103
Br  -5.391  4.612  4.481  -0.013
Br  -8.352  5.144  3.355  -0.054
H  -7.606  4.259  5.555  0.464
C  3.345  -7.348  4.399  -0.424
Br  1.764  -6.585  3.576  0.053
Br  4.507  -8.184  3.091  -0.003
Br  4.295  -6.046  5.479  -0.003
H  3.007  -8.133  5.072  0.350
C  4.731  -0.267  7.854  -0.360
Br  2.893  0.281  8.152  -0.030
Br  4.866  -2.165  7.491  0.022
Br  5.586  0.787  6.470  0.074
H  5.274  -0.076  8.778  0.314
C  3.899  -1.536  -10.387  -0.323
Br  5.005  -3.125  -10.496  -0.013
Br  3.266  -1.220  -8.582  -0.004
Br  4.798  0.019  -11.118  0.034
H  3.022  -1.716  -11.006  0.311
C  1.835  1.199  -14.282  -0.317
Br  0.850  1.415  -12.625  -0.007
Br  3.314  2.448  -14.410  -0.007
Br  2.412  -0.634  -14.544  -0.016
H  1.149  1.435  -15.093  0.338
C  -3.798  1.310  5.240  0.493
Br  -4.107  0.589  7.014  -0.058
Br  -2.129  2.285  5.134  -0.013
Br  -3.906  -0.060  3.877  0.094
H  -4.597  2.022  5.043  -0.525
C  -0.234  6.745  -0.352  -0.112
Br  1.100  8.153  -0.379  -0.055
Br  -1.887  7.335  0.474  -0.047
Br  -0.532  6.003  -2.120  -0.061
H  0.162  5.942  0.268  0.223
C  -10.784  -0.520  4.926  -0.305
Br  -11.079  0.258  3.175  -0.002
Br  -12.147  -1.824  5.376  -0.050
Br  -8.998  -1.257  5.094  -0.016
H  -10.864  0.288  5.651  0.347
C  9.651  1.796  7.480  -0.320
Br  11.577  1.749  7.703  -0.041
Br  9.143  1.768  5.608  -0.032
Br  8.776  0.388  8.490  -0.024
H  9.306  2.743  7.890  0.381

Record 3
The molecule C24H31ClN2O5. Source: the OMol25 dataset; level of theory: ωB97M-V/def2-TZVPD.

Calculated values
SMILES string: CCOc1ccc(NC(=O)CN(C)C(=O)CCCOc2ccc(Cl)c(C)c2)cc1OCC
Net charge: 0
2S+1: 1
E, eV: -51132.1470

Last column: Mulliken charge in e.
CARTESIAN COORDINATES (ANGSTROEM)
C  -1.542  -1.501  -5.352  -1.263
C  -1.319  -2.456  -4.182  -0.511
O  -0.282  -2.034  -3.321  -0.406
C  -0.478  -0.945  -2.521  0.520
C  -1.692  -0.336  -2.265  -0.329
C  -1.782  0.776  -1.441  -1.343
C  -0.639  1.290  -0.855  0.004
N  -0.642  2.432  -0.043  0.050
C  -1.654  3.294  0.194  0.719
O  -2.783  3.225  -0.245  -0.662
C  -1.237  4.403  1.175  -1.295
N  -1.188  3.853  2.522  0.168
C  -2.463  3.842  3.199  -1.052
C  -0.039  3.282  2.929  0.853
O  0.946  3.259  2.197  -0.738
C  -0.008  2.611  4.286  -1.371
C  -0.502  1.166  4.123  -0.497
C  0.485  0.319  3.314  -0.654
O  -0.268  -0.562  2.503  -0.376
C  0.396  -1.458  1.724  0.280
C  1.774  -1.634  1.710  -0.376
C  2.331  -2.610  0.899  -0.842
C  1.524  -3.396  0.102  0.703
Cl  2.252  -4.607  -0.893  -0.225
C  0.139  -3.231  0.087  0.328
C  -0.721  -4.087  -0.784  -1.874
C  -0.402  -2.257  0.905  -0.247
C  0.592  0.670  -1.081  0.234
C  0.689  -0.434  -1.906  0.233
O  1.839  -1.086  -2.206  -0.272
C  3.063  -0.570  -1.727  -0.212
C  4.171  -1.478  -2.238  -1.486
H  -2.306  -1.901  -6.013  0.402
H  -0.617  -1.383  -5.910  0.312
H  -1.856  -0.523  -4.997  0.357
H  -2.252  -2.613  -3.626  0.365
H  -0.977  -3.425  -4.557  0.404
H  -2.599  -0.713  -2.709  0.431
H  -2.735  1.246  -1.273  0.544
H  0.235  2.629  0.434  0.206
H  -1.976  5.205  1.145  0.471
H  -0.250  4.793  0.919  0.387
H  -2.447  3.220  4.086  0.460
H  -3.224  3.455  2.517  0.317
H  -2.741  4.861  3.484  0.289
H  -0.604  3.147  5.021  0.386
H  1.029  2.600  4.625  0.426
H  -0.662  0.718  5.105  0.412
H  -1.454  1.149  3.588  0.366
H  1.105  0.965  2.680  0.436
H  1.144  -0.248  3.985  0.449
H  2.426  -1.028  2.318  0.420
H  3.400  -2.759  0.894  0.458
H  -1.767  -3.815  -0.680  0.360
H  -0.598  -5.138  -0.523  0.485
H  -0.419  -3.965  -1.823  0.341
H  -1.468  -2.094  0.924  0.380
H  1.471  1.079  -0.606  0.414
H  3.063  -0.555  -0.629  0.169
H  3.209  0.456  -2.095  0.488
H  3.998  -2.494  -1.896  0.220
H  5.134  -1.132  -1.872  0.425
H  4.179  -1.478  -3.324  0.361

Record 4
A structure of composition C24H31F18NiO13. Source: the OMol25 dataset; level of theory: ωB97M-V/def2-TZVPD.

Calculated values
Energy relative to the best compared isomer or geometry (same formula, charge and spin), kcal per mole: 0.0
Net charge: +1
2S+1: 3
E, eV: -141960.9728

Last column: Mulliken spin population.
CARTESIAN COORDINATES (ANGSTROEM)
Ni  -18.505  -1.829  1.849  1.698
O  -17.458  -0.296  1.457  0.235
H  -16.974  -0.418  0.636  -0.013
C  -18.443  -6.036  0.381  0.001
C  -19.511  -5.056  -0.078  0.000
O  -19.042  -4.372  -1.256  0.001
C  -18.234  -3.361  -1.133  0.001
O  -17.872  -2.819  -0.120  0.000
C  -17.768  -2.798  -2.483  0.001
F  -18.060  -3.608  -3.484  0.000
F  -18.336  -1.609  -2.722  0.000
F  -16.457  -2.576  -2.408  0.000
H  -17.822  -5.496  1.107  0.000
H  -17.748  -6.392  -0.374  0.000
H  -18.858  -6.872  0.941  0.000
H  -19.971  -4.451  0.706  0.001
H  -20.379  -5.632  -0.412  0.000
C  -15.040  -1.117  5.277  0.000
C  -15.451  -1.203  3.803  0.000
O  -15.066  -2.466  3.242  0.003
C  -15.887  -3.312  2.710  0.005
O  -17.089  -3.168  2.611  0.015
C  -15.211  -4.612  2.253  0.003
F  -13.943  -4.608  2.617  0.000
F  -15.796  -5.649  2.811  0.000
F  -15.294  -4.707  0.945  0.000
H  -14.137  -1.699  5.464  0.000
H  -15.831  -1.484  5.929  0.000
H  -14.839  -0.089  5.569  0.000
H  -14.986  -0.476  3.141  0.002
H  -16.528  -1.059  3.782  0.001
C  -23.263  -2.001  0.138  0.000
C  -22.164  -1.930  -0.924  -0.001
O  -21.645  -0.596  -1.056  0.001
C  -20.615  -0.278  -0.312  0.000
O  -20.000  -1.034  0.396  0.027
C  -20.141  1.189  -0.506  0.000
F  -18.974  1.163  -1.149  0.000
F  -21.015  1.879  -1.207  0.000
F  -19.941  1.741  0.681  0.000
H  -23.747  -1.025  0.208  0.000
H  -22.927  -2.347  1.113  0.000
H  -24.097  -2.612  -0.210  0.000
H  -22.719  -2.018  -1.861  0.000
H  -21.477  -2.772  -0.941  0.000
C  -10.122  -2.124  3.322  0.000
C  -10.901  -2.509  2.066  0.000
O  -11.590  -1.373  1.564  0.000
C  -12.470  -1.553  0.606  0.000
O  -12.692  -2.610  0.079  0.000
C  -13.242  -0.293  0.195  -0.001
F  -14.518  -0.601  -0.085  0.000
F  -13.242  0.585  1.234  0.000
F  -12.723  0.321  -0.873  0.000
H  -9.811  -3.009  3.870  0.000
H  -10.711  -1.460  3.951  0.000
H  -9.246  -1.569  2.984  0.000
H  -11.581  -3.323  2.334  0.000
H  -10.282  -2.989  1.308  0.000
C  -15.672  2.879  1.169  0.001
C  -15.602  3.128  -0.329  -0.001
O  -15.521  4.500  -0.700  0.000
C  -14.343  5.100  -0.721  0.000
O  -13.293  4.610  -0.444  0.000
C  -14.452  6.576  -1.200  0.000
F  -15.662  6.771  -1.779  0.000
F  -14.423  7.399  -0.137  0.000
F  -13.497  6.917  -2.032  0.000
H  -14.925  3.359  1.799  0.000
H  -15.541  1.800  1.241  0.004
H  -16.640  3.226  1.529  0.000
H  -16.454  2.675  -0.832  0.001
H  -14.747  2.565  -0.714  0.000
C  -22.787  0.204  5.299  0.000
C  -21.555  -0.301  4.573  0.001
O  -20.479  0.619  4.792  0.002
C  -19.300  0.379  4.341  0.008
O  -18.951  -0.660  3.806  0.001
C  -18.331  1.561  4.344  0.001
F  -17.860  1.773  3.155  0.003
F  -18.814  2.659  4.893  0.000
F  -17.295  1.224  5.161  0.000
H  -23.615  -0.505  5.285  0.000
H  -23.112  1.170  4.920  0.000
H  -22.584  0.266  6.370  0.000
H  -21.780  -0.479  3.520  0.000
H  -21.213  -1.239  5.017  0.000